--- P ---
Entry from OMol25: a structure of composition C14H26BF6O12SZr (ωB97M-V/def2-TZVPD).

Last column: natural (NBO) charge in e.
Positions of all 61 atoms, in Å:
Zr1 3.41372 -0.10008 0.40975  2.3005
B1 1.37876 -0.88337 -0.11125  -0.7706
H1 0.31480 -1.26094 -0.27770  0.0420
H2 2.13505 -1.67914 0.08059  0.0979
H3 1.75545 -0.29289 -0.97744  0.0320
H4 1.37932 -0.19427 0.76632  0.0155
O1 4.08243 0.41574 -1.53554  -0.9100
C1 4.59457 -0.52520 -2.44025  -0.0680
C2 4.86202 -1.91754 -1.79258  -0.0938
O2 4.35702 -2.26790 -0.49334  -0.8305
H5 5.51251 -0.14609 -2.91683  0.1345
H6 4.02202 -0.57662 -3.37857  0.1316
H7 5.95331 -2.03343 -1.76362  0.1217
H8 4.56177 -2.63205 -2.57212  0.1249
O3 3.14880 0.52916 2.40153  -0.9070
C3 3.22871 -0.18251 3.60423  -0.0637
C4 3.23294 -1.73657 3.38447  -0.0927
O4 3.80310 -2.15789 2.13455  -0.8545
H9 2.46702 0.15186 4.31896  0.1351
H10 4.17054 0.10605 4.08916  0.1321
H11 2.19754 -2.09819 3.34214  0.1165
H12 3.77730 -2.23932 4.19002  0.1358
C5 -1.01830 2.06315 -2.96137  -0.6367
C6 0.14673 1.81728 -2.06015  -0.0927
O5 0.02340 2.58636 -0.86529  -0.4819
C7 0.98249 2.63263 0.05646  0.7510
O6 1.97612 1.97897 0.02790  -0.5673
C8 0.79043 3.76534 1.11414  0.9058
F1 1.00502 3.27862 2.31825  -0.2887
F2 1.68760 4.68741 0.78765  -0.3052
F3 -0.42073 4.33705 1.10617  -0.3060
H13 -1.77321 1.29050 -2.80401  0.2207
H14 -0.76701 2.04245 -4.02330  0.2200
H15 -1.47689 3.05076 -2.88073  0.2212
H16 1.02684 2.20654 -2.58154  0.1901
H17 0.26850 0.76074 -1.82943  0.2401
C9 -2.07509 0.09519 2.61115  -0.6280
C10 -2.24911 1.57101 2.30759  -0.0808
O7 -3.33053 1.74395 1.37918  -0.4751
C11 -3.74274 2.99612 1.18839  0.6988
O8 -3.34557 3.96823 1.75468  -0.5354
C12 -4.73169 3.06937 -0.00963  0.8989
F4 -5.76287 3.86942 0.32581  -0.3209
F5 -4.17356 3.64791 -1.07522  -0.3072
F6 -5.19774 1.87452 -0.34439  -0.2982
H18 -1.46065 -0.31270 1.80912  0.2326
H19 -3.04717 -0.39786 2.59850  0.2111
H20 -1.57645 -0.04414 3.56755  0.2232
H21 -1.27401 1.93476 1.98580  0.1902
H22 -2.42538 2.06794 3.26264  0.1877
C13 -2.75301 -4.64139 -0.87511  -0.0929
C14 -3.81711 -4.35215 -1.94062  -0.1092
O9 -3.18073 -3.41973 -2.81112  -0.6770
S1 -2.34761 -2.34162 -1.90523  2.4852
O10 -3.15386 -1.30262 -1.33250  -0.8844
O11 -1.11285 -2.02320 -2.57077  -0.8527
O12 -2.03513 -3.45445 -0.69145  -0.6656
H23 -2.04353 -5.40882 -1.18755  0.1951
H24 -3.29407 -4.82778 0.05455  0.1974
H25 -4.65543 -3.80033 -1.51413  0.1951
H26 -4.01382 -5.28823 -2.45445  0.2124

Summary:
**Frontier orbital gap**: 5.8 eV
**Molar mass**: 634.44 g mol⁻¹
**Total charge**: -1
**HOMO**: -3.8 eV



--- Q ---
Entry from OMol25: a structure of composition C14H26BF6O12SZr (ωB97M-V/def2-TZVPD).

Last column: natural (NBO) charge in e.
Positions of all 61 atoms, in Å:
Zr1 3.13687 15.22201 -17.80238  2.3202
B1 4.37387 13.93203 -16.47661  -0.7727
H1 3.77534 13.43052 -17.22126  0.0723
H2 3.70250 14.41871 -15.78622  0.0572
H3 4.96284 13.17731 -15.97887  0.0642
H4 4.96796 14.63349 -17.04163  -0.0016
O1 2.21684 16.69570 -16.46310  -0.9401
C1 1.28482 16.12968 -15.48299  -0.0799
C2 0.48887 14.90182 -16.11080  -0.1026
O2 1.34777 14.00798 -16.94556  -0.8210
H5 0.68172 16.88285 -14.97592  0.1539
H6 1.89945 15.83170 -14.63355  0.1422
H7 -0.41068 15.22889 -16.63227  0.1509
H8 0.22871 14.27667 -15.25663  0.1648
O3 4.23669 14.55968 -19.60150  -0.9409
C3 3.94203 13.50144 -20.53553  -0.0805
C4 3.30276 12.17082 -19.91558  -0.0952
O4 2.18528 12.31469 -19.09983  -0.8682
H9 4.88149 13.18997 -20.99216  0.1249
H10 3.30427 13.84983 -21.34793  0.1436
H11 3.96352 11.58633 -19.27537  0.0984
H12 2.91050 11.50474 -20.68407  0.1337
C5 5.21946 17.86815 -14.10673  -0.6331
C6 5.79885 16.66135 -14.84630  -0.0860
O5 6.57860 17.08614 -15.91571  -0.4667
C7 6.16782 17.10536 -17.22843  0.7635
O6 5.05370 16.77338 -17.59960  -0.5810
C8 7.23421 17.69083 -18.14002  0.9023
F1 6.85667 18.86338 -18.57913  -0.2956
F2 8.45605 17.79509 -17.59956  -0.2935
F3 7.28885 16.93792 -19.24238  -0.3049
H13 4.60775 18.63165 -14.58733  0.2232
H14 6.02175 18.33006 -13.53134  0.1992
H15 4.58264 17.42354 -13.34196  0.2191
H16 5.09611 15.85634 -15.06129  0.2331
H17 6.36459 16.22764 -14.02171  0.2020
C9 4.68803 9.19866 -16.88674  -0.6456
C10 3.31724 8.81015 -16.38141  -0.0626
O7 2.82183 9.46122 -15.19822  -0.5480
C11 2.30065 10.76985 -15.27738  0.6679
O8 1.76871 11.22230 -16.27640  -0.4390
C12 2.50218 11.62795 -13.95546  0.9059
F4 2.76818 12.90119 -14.28313  -0.2903
F5 1.21670 11.68411 -13.53316  -0.3295
F6 3.31613 11.04429 -13.09153  -0.2949
H18 5.07199 8.53873 -17.66466  0.2177
H19 5.39492 9.11248 -16.06152  0.2031
H20 4.79431 10.21128 -17.27585  0.2341
H21 3.39478 7.82512 -15.92119  0.1768
H22 2.51036 8.76445 -17.11282  0.2034
C13 7.94947 12.63564 -18.44852  -0.0982
C14 7.82821 14.21368 -18.65045  -0.1265
O9 7.72417 14.64871 -17.28842  -0.6844
S1 8.89286 13.78404 -16.41692  2.4820
O10 8.35462 13.51752 -15.11692  -0.8746
O11 10.23469 14.28847 -16.49682  -0.8983
O12 8.89872 12.50411 -17.44770  -0.6755
H23 8.34288 12.26233 -19.39402  0.1981
H24 6.98693 12.19716 -18.18519  0.2137
H25 6.82260 14.46106 -18.99051  0.2627
H26 8.71751 14.72490 -19.01910  0.1969

Summary:
**Frontier orbital gap**: 5.1 eV
**Molar mass**: 634.44 g mol⁻¹
**Total charge**: -1
**HOMO**: -3.0 eV



What should be chosen as the least stable of them? Choose Q.



--- P ---
Entry from OMol25: the molecule C4H3N (ωB97M-V/def2-TZVPD).

Last column: natural (NBO) charge in e.
Positions of all 8 atoms, in Å:
C1 -1.41342 0.77026 -0.47888  -0.6159
C2 -0.13907 0.89537 -0.21687  0.2005
C3 1.13812 0.83273 0.03324  -0.3926
C4 1.56795 -0.40559 0.19225  0.5581
N1 2.01037 -1.52220 0.33768  -0.6437
H1 -2.15828 0.78243 0.30868  0.2394
H2 1.34868 -2.29155 0.26803  0.4151
H3 -1.73905 0.63732 -1.50425  0.2390

Summary:
**Frontier orbital gap**: 9.1 eV
**Molar mass**: 65.07 g mol⁻¹
**HOMO**: -8.7 eV
**SMILES**: C=C=C=C=N



--- Q ---
Entry from OMol25: the molecule C4H3N (ωB97M-V/def2-TZVPD).

Last column: natural (NBO) charge in e.
Positions of all 8 atoms, in Å:
C1 -1.88310 -0.90276 -0.32561  -0.1946
C2 -0.73459 -0.58979 -0.16103  -0.0103
C3 0.48043 -0.08977 0.45878  -0.5407
C4 1.31134 1.17212 -0.05888  0.2706
H1 -2.60656 -1.06440 -1.10422  0.2452
H2 1.27231 -0.79764 0.53984  0.2630
H3 0.34172 0.43255 1.42986  0.2755
N1 1.81846 1.83969 -0.77873  -0.3086

Summary:
**Frontier orbital gap**: 11.5 eV
**Molar mass**: 65.07 g mol⁻¹
**HOMO**: -11.0 eV
**SMILES**: C#CCC#N



What should be chosen as the least stable of them? Choose P.



--- P ---
Entry from OMol25: the molecule C4H3N (ωB97M-V/def2-TZVPD).

Last column: natural (NBO) charge in e.
Positions of all 8 atoms, in Å:
C1 -1.43692 0.09998 -0.07795  -0.7269
C2 0.00432 -0.25602 0.17800  0.1755
C3 1.13132 -0.46344 0.01975  -0.1849
C4 2.49793 -0.27650 -0.12529  0.2304
H1 -1.91712 0.23323 0.81946  0.2439
H2 -1.91082 1.12890 -0.39959  0.2691
H3 -2.05762 -0.71302 -0.45954  0.2510
N1 3.68892 0.24687 0.04517  -0.2580

Summary:
**Frontier orbital gap**: 10.4 eV
**Molar mass**: 65.07 g mol⁻¹
**HOMO**: -10.4 eV
**SMILES**: CC#CC#N



--- Q ---
Entry from OMol25: the molecule C4H3N (ωB97M-V/def2-TZVPD).

Last column: natural (NBO) charge in e.
Positions of all 8 atoms, in Å:
C1 1.70376 0.90148 -0.30374  -0.2817
C2 0.50878 0.84414 -0.44276  0.1437
C3 -0.96102 -0.87587 -0.06364  -0.2700
C4 -1.97876 0.07607 -0.52298  0.1590
N1 -0.80759 0.69444 -0.56802  -0.4221
H1 2.75741 0.96445 -0.18608  0.2454
H2 -0.73123 -1.01883 0.99600  0.2129
H3 -0.48985 -1.59652 -0.73801  0.2128

Summary:
**Frontier orbital gap**: 8.8 eV
**Molar mass**: 65.07 g mol⁻¹
**HOMO**: -8.6 eV



What should be chosen as the least stable of them? Choose Q.